[1]
Computed, not measured: the ion C3H7N2O2 with charge +1, with wB97M-V/def2-TZVPD.

The geometry in ORCA input format:
```
! RIJCOSX wB97M-V def2-TZVPD def2/J DEFGRID3
* xyz 1 3
C 0.9329 -0.4679 -0.3362
C -1.0036 -0.4407 0.3791
H -0.6967 -0.9820 1.2967
N -0.9859 0.9812 0.5277
H 0.0768 2.7548 -0.0294
O -1.9069 -0.9563 -0.5170
O 1.9097 -1.0380 0.4681
N 1.0045 0.9789 -0.4846
H -2.5859 -1.4524 -0.0789
C 0.0378 1.6402 0.0362
H -1.8493 1.4517 0.6477
H 1.8905 1.4620 -0.7069
H 2.0117 -1.9572 0.3193
H 0.4724 -0.8582 -1.2224
*
```

Values from the calculation:
* ΔE to the lowest compared entry with this formula, charge and spin: 1.276 eV
* total energy: -378.060549 Eh
* HOMO-LUMO gap (alpha / beta): 6.62 / 9.30 eV
* <S²>: 2.006


[2]
Computed, not measured: the molecule C3H7N2O2PS, with wB97M-V/def2-TZVPD.

The geometry in ORCA input format:
```
! RIJCOSX wB97M-V def2-TZVPD def2/J DEFGRID3
* xyz 0 1
H -0.8407 -0.5967 -2.5972
S -0.3204 -2.1344 0.5571
H -2.3264 -1.2847 -1.7721
N 3.6553 -0.0631 0.1322
C 2.5861 -0.2535 -0.3296
H -1.1863 0.0408 2.0663
N 1.5165 0.0100 -0.8664
C -0.8294 1.0605 2.0012
H 4.3839 -0.6076 0.6099
O -1.0571 0.2879 -0.8908
P 0.1346 -0.3189 -0.0155
H -1.4114 1.8504 1.5634
C -1.6914 -0.3639 -2.0108
O 0.2851 0.7864 1.0558
H -2.3559 0.3237 -2.5320
H -0.5424 1.2632 3.0287
*
```

Values from the calculation:
* total energy: -1118.070884 Eh
* SMILES string: COP(=S)(N=C=N)OC
* HOMO-LUMO gap: 9.61 eV


[3]
Computed, not measured: a cluster of 2 separate species, C3H7N2O2S2 in total, with wB97M-V/def2-TZVPD.

The geometry in ORCA input format:
```
! RIJCOSX wB97M-V def2-TZVPD def2/J DEFGRID3
* xyz -1 1
O 1.2190 -1.1977 -1.6312
S -1.1420 2.1732 0.6407
H 2.0934 0.7240 1.0590
H 1.2588 -0.2564 -1.8553
C 0.4510 1.8658 0.2860
H 1.2684 2.0713 2.1494
N -2.2389 -0.8585 -0.7495
C 1.1773 1.1642 1.4911
H 0.6170 0.2564 1.6763
O 0.2543 -2.3088 0.1496
N -0.9560 -0.7865 -1.2456
H -0.6218 -2.5395 0.4543
H -2.6214 0.1260 -0.6082
H -2.1988 -1.1813 0.2261
S 1.3521 2.0920 -1.1685
C 0.0875 -1.3443 -0.8743
*
```

Values from the calculation:
* ΔE to the lowest compared entry with this formula, charge and spin: 0.492 eV
* total energy: -1174.879988 Eh
* HOMO-LUMO gap: 6.92 eV


[4]
Computed, not measured: a cluster of 2 separate species, C3H7N2O3 in total, with wB97M-V/def2-TZVPD.

The geometry in ORCA input format:
```
! RIJCOSX wB97M-V def2-TZVPD def2/J DEFGRID3
* xyz -1 3
H -0.5559 -1.3043 -2.5012
H 0.5347 0.2744 2.8549
O -1.9854 1.0082 -1.0796
N 1.6274 0.3749 0.1016
O 1.8884 -0.2481 -0.9967
C -0.4708 -0.3416 -2.2707
H -0.4118 0.4637 -3.0918
H 0.4534 -1.2137 0.8114
N -1.4242 -0.1181 -1.2895
O 2.1986 1.4820 0.2685
H 0.6737 -0.4771 -1.7886
C 0.6321 -0.1598 0.8242
H 0.4786 1.7241 1.6445
C 0.1013 0.6662 1.9963
H -0.9212 0.4514 1.8816
*
```

Values from the calculation:
* ΔE to the lowest compared entry with this formula, charge and spin: 0.672 eV
* total energy: -453.492903 Eh
* HOMO-LUMO gap (alpha / beta): 6.95 / 6.45 eV
* <S²>: 2.009